Here is C8H7NO5 in the gas phase at a distorted geometry from the Open Molecules 2025 dataset. Energies are from the ωB97M-V functional and the def2-TZVPD basis.

Each line ends with the Mulliken charge.
Cartesian coordinates (Å):
C (0.016, -2.344, 0.088)  -0.368
C (-1.203, -1.674, -0.058)  -0.365
C (1.113, -1.632, -0.017)  -0.961
C (-1.268, -0.373, 0.244)  -0.108
C (-2.452, 0.478, -0.142)  0.167
C (-0.709, 1.933, 0.206)  -0.649
C (-0.205, 0.595, 0.597)  0.329
C (1.044, -0.154, -0.295)  0.770
N (2.227, 0.563, 0.240)  1.031
O (2.700, 0.309, 1.343)  -0.562
O (-3.524, 0.023, -0.441)  -0.583
O (2.468, 1.538, -0.435)  -0.693
O (-2.119, 1.782, -0.156)  -0.332
O (0.891, 0.132, -1.585)  -0.531
H (0.090, -3.471, 0.263)  0.333
H (-2.038, -2.137, -0.348)  0.688
H (2.139, -2.066, 0.173)  0.300
H (-0.521, 2.691, 1.052)  0.246
H (-0.267, 2.407, -0.661)  0.275
H (0.189, 0.428, 1.637)  0.516
H (1.428, 0.972, -1.703)  0.496

Results
LUMO level = -0.926 eV
Spin multiplicity = 1
Structure (SMILES) = O=C1OC[C@H]2C1=CC=C[C@]2(O)[N+](=O)[O-]

***

Here is C8H7NO6Pb as an isolated structure at a distorted geometry from the Open Molecules 2025 dataset. Energies are from the ωB97M-V functional and the def2-TZVPD basis.

Each line ends with the Mulliken charge.
Cartesian coordinates (Å):
O (0.000, 3.792, -1.363)  -0.089
C (0.000, 2.720, -0.979)  0.202
Pb (-0.003, 0.102, -0.023)  2.660
O (0.000, -1.129, -2.869)  -0.050
C (0.000, -0.674, -1.863)  -0.148
C (-0.001, -1.819, 0.659)  -0.092
O (0.001, -2.834, 1.020)  0.015
C (-1.973, -0.003, 0.007)  -0.301
O (-3.079, -0.086, 0.031)  -0.057
C (1.973, -0.003, 0.006)  -0.306
O (3.080, -0.086, 0.032)  -0.080
C (-0.767, 1.376, 4.446)  -0.730
N (0.376, 0.510, 4.117)  0.110
C (1.148, -0.116, 5.188)  -0.797
C (0.669, 0.192, 2.884)  -0.028
O (-0.031, 0.732, 1.933)  -0.738
H (-0.895, 1.478, 5.535)  0.317
H (-1.686, 0.928, 4.037)  0.305
H (-0.615, 2.376, 4.005)  0.298
H (1.082, -1.214, 5.092)  0.351
H (2.205, 0.193, 5.101)  0.333
H (0.777, 0.168, 6.182)  0.278
H (1.421, -0.549, 2.625)  0.548

Results
Total charge = +2
LUMO level (alpha / beta) = -8.853 / -8.789 eV
Spin multiplicity = 1

***

Here is C8H7NOS in the gas phase at a distorted geometry from the Open Molecules 2025 dataset. Energies are from the ωB97M-V functional and the def2-TZVPD basis.

Each line ends with the Mulliken charge.
Cartesian coordinates (Å):
C (2.007, 0.375, 0.863)  -0.334
C (1.538, -0.922, 0.877)  -0.587
C (1.201, 1.449, 0.495)  -0.585
C (0.198, -1.114, 0.666)  -0.221
C (-0.167, 1.181, 0.381)  0.560
C (-0.607, -0.137, 0.260)  0.126
C (-1.222, 2.148, 0.176)  -0.402
C (-3.003, -1.385, -1.055)  -0.933
N (-2.421, 1.602, 0.096)  -0.587
O (-3.084, -0.387, 1.440)  -0.607
S (-2.405, -0.131, 0.173)  0.929
H (3.039, 0.660, 0.848)  0.375
H (2.110, -1.769, 1.325)  0.318
H (1.529, 2.513, 0.565)  0.291
H (-0.234, -2.015, 0.689)  0.543
H (-0.996, 3.144, 0.230)  0.485
H (-2.725, -1.116, -2.078)  0.285
H (-4.033, -1.546, -0.959)  0.344

Results
LUMO level (alpha / beta) = -1.080 / -1.080 eV
Spin multiplicity = 1
Structure (SMILES) = C=[S@]1(=O)N=Cc2ccccc21

***

Here is C8H7P in the gas phase at a distorted geometry from the Open Molecules 2025 dataset. Energies are from the ωB97M-V functional and the def2-TZVPD basis.

Each line ends with the Mulliken charge.
Cartesian coordinates (Å):
C (0.737, -1.651, -0.249)  -0.702
C (1.616, -0.597, -0.315)  -0.671
C (-1.952, -1.400, 0.095)  -0.211
C (-2.749, -0.274, 0.438)  -0.339
C (-0.601, -1.073, 0.020)  0.236
C (0.999, 0.618, 0.131)  0.979
C (-0.334, 0.305, 0.272)  -0.392
C (1.626, 1.935, 0.010)  -1.247
P (-1.905, 1.182, 0.707)  -0.128
H (0.873, -2.658, -0.600)  0.390
H (2.600, -0.846, -0.547)  0.466
H (-2.529, -2.395, -0.094)  0.289
H (-3.815, -0.245, 0.316)  0.392
H (1.062, 2.811, 0.505)  0.322
H (1.681, 2.237, -1.038)  0.286
H (2.692, 2.051, 0.349)  0.329

Results
LUMO level (alpha / beta) = -1.505 / -1.505 eV
Spin multiplicity = 1
Structure (SMILES) = CC1=CC=C2C=CP=C12

***

Here is a 2-piece molecular cluster, C8H8 overall at a distorted geometry from the Open Molecules 2025 dataset. Energies are from the ωB97M-V functional and the def2-TZVPD basis.

Each line ends with the Mulliken charge.
Cartesian coordinates (Å):
C (-0.488, 0.810, 0.680)  -0.494
C (-1.510, 0.977, -0.218)  0.020
C (-1.980, 0.058, -1.032)  -0.415
C (-1.367, -1.144, -1.239)  -0.278
C (-0.425, -1.532, -0.305)  -0.539
C (-0.021, -0.548, 0.680)  -0.250
C (3.512, 0.506, 0.863)  -0.259
C (2.328, 0.783, 0.786)  -0.252
H (-0.099, 1.720, 1.177)  0.451
H (-1.857, 2.109, -0.211)  0.162
H (-2.743, 0.399, -1.835)  0.223
H (-1.937, -1.845, -1.927)  0.270
H (0.019, -2.468, -0.403)  0.429
H (0.749, -0.911, 1.386)  0.475
H (4.440, -0.294, 0.790)  0.254
H (1.379, 1.380, 0.807)  0.202

Results
LUMO level = 0.860 eV
Spin multiplicity = 1
Structure (SMILES) = c1ccccc1.C#C

***

Here is a 2-piece molecular cluster, C8H8 overall at a distorted geometry from the Open Molecules 2025 dataset. Energies are from the ωB97M-V functional and the def2-TZVPD basis.

Each line ends with the Mulliken charge.
Cartesian coordinates (Å):
C (-1.101, 1.084, -0.887)  -0.220
C (-1.188, -0.195, -1.247)  -0.334
C (-1.330, -1.306, -0.333)  -0.277
C (-0.802, -0.990, 0.900)  -0.164
C (-0.490, 0.375, 1.316)  -0.413
C (-0.669, 1.375, 0.444)  -0.207
C (2.356, -0.127, -0.291)  -0.654
C (3.589, -0.149, -0.402)  -0.166
H (-1.427, 1.743, -1.723)  0.311
H (-1.578, -0.425, -2.311)  0.252
H (-1.658, -2.258, -0.679)  0.392
H (-0.573, -1.750, 1.742)  0.208
H (-0.405, 0.390, 2.458)  0.256
H (-0.584, 2.278, 1.018)  0.358
H (1.145, -0.274, -0.180)  0.406
H (4.714, 0.230, 0.174)  0.251

Results
LUMO level = 0.986 eV
Spin multiplicity = 1
Structure (SMILES) = c1ccccc1.C#C

***

Here is C8H8AlCl2GaN2O3 as an isolated structure at a distorted geometry from the Open Molecules 2025 dataset. Energies are from the ωB97M-V functional and the def2-TZVPD basis.

Each line ends with the Mulliken charge.
Cartesian coordinates (Å):
Al (-1.307, -0.614, -2.871)  0.450
Ga (0.490, -0.257, 0.094)  0.161
Cl (-3.059, -1.662, -3.138)  0.028
Cl (-1.247, 1.098, -1.432)  -0.179
C (1.102, 1.451, 0.815)  0.735
C (0.208, -1.885, -3.568)  0.416
C (-0.538, 0.524, -4.514)  0.441
O (1.243, 2.553, 1.163)  0.014
O (0.899, -2.418, -4.338)  0.047
O (0.233, 1.083, -5.179)  0.014
C (0.138, -2.761, 4.777)  -0.985
C (-0.459, -2.044, 3.650)  0.653
C (-1.774, -1.727, 3.309)  -0.660
C (-1.750, -1.056, 2.082)  0.816
N (-0.462, -0.978, 1.687)  0.100
N (0.304, -1.535, 2.678)  -0.035
C (-2.869, -0.526, 1.303)  -0.876
H (-0.117, -2.258, 5.715)  0.384
H (-0.268, -3.776, 4.853)  0.392
H (1.232, -2.821, 4.684)  0.325
H (-2.649, -1.960, 3.872)  0.549
H (1.325, -1.613, 2.617)  0.276
H (-3.493, -1.352, 0.937)  0.358
H (-3.529, 0.063, 1.956)  0.395
H (-2.549, 0.087, 0.453)  0.179

Results
Total charge = +4
LUMO level (alpha / beta) = -17.821 / -18.442 eV
Spin multiplicity = 1

***

Here is a 2-piece molecular cluster, C8H8BrN2O3P overall at a distorted geometry from the Open Molecules 2025 dataset. Energies are from the ωB97M-V functional and the def2-TZVPD basis.

Each line ends with the Mulliken charge.
Cartesian coordinates (Å):
C (3.855, 3.794, -1.120)  -0.145
C (3.045, 2.962, -1.351)  -0.526
N (2.002, 2.097, -1.218)  0.110
C (0.970, 2.399, -2.196)  0.597
O (1.019, 2.157, -3.340)  -0.390
O (-0.114, 3.016, -1.637)  -0.466
P (2.544, 0.417, -1.210)  0.252
O (1.172, -0.319, -1.725)  -0.441
Br (4.009, 0.106, -2.877)  -0.158
H (4.573, 4.522, -0.936)  0.479
H (-0.519, 2.351, -1.072)  0.333
H (0.619, -0.458, -0.946)  0.346
N (-0.526, -1.854, 1.837)  -0.544
C (-1.077, -2.663, 0.932)  -0.180
C (-2.440, -2.905, 0.843)  -0.403
C (-3.278, -2.273, 1.745)  -0.164
C (-2.725, -1.430, 2.694)  -0.381
C (-1.350, -1.254, 2.696)  -0.184
H (-0.383, -3.140, 0.248)  0.414
H (-2.831, -3.570, 0.086)  0.357
H (-4.348, -2.436, 1.710)  0.366
H (-3.344, -0.918, 3.418)  0.353
H (-0.874, -0.601, 3.419)  0.377

Results
LUMO level = 0.139 eV
Spin multiplicity = 1
Structure (SMILES) = C#CN(C(=O)O)P(O)Br.c1ccncc1

***

Here is a 2-piece molecular cluster, C8H8BrNO2 overall at a distorted geometry from the Open Molecules 2025 dataset. Energies are from the ωB97M-V functional and the def2-TZVPD basis.

Each line ends with the Mulliken charge.
Cartesian coordinates (Å):
C (2.436, -1.148, -1.639)  -0.327
C (1.606, -0.156, -2.048)  -0.499
C (2.372, -1.649, -0.279)  -0.459
C (0.601, 0.335, -1.184)  -0.312
C (1.394, -1.208, 0.525)  -0.553
C (0.603, -0.206, 0.059)  0.559
C (-2.865, 0.164, 0.984)  -1.092
C (-1.586, 0.822, 1.291)  0.211
N (-1.221, 2.030, 0.789)  0.983
O (-1.591, 2.287, -0.365)  -0.586
O (-0.492, 2.857, 1.428)  -0.602
Br (-0.817, 0.231, 2.922)  -0.034
H (3.168, -1.515, -2.413)  0.279
H (1.683, 0.256, -3.075)  0.309
H (3.128, -2.229, 0.196)  0.367
H (-0.195, 0.951, -1.486)  0.486
H (1.385, -1.667, 1.502)  0.287
H (-2.732, -1.016, 0.835)  0.264
H (-3.518, 0.276, 1.863)  0.368
H (-3.358, 0.586, 0.094)  0.352

Results
LUMO level (alpha / beta) = -1.984 / -0.649 eV
Spin multiplicity = 1

***

Here is C8H8BrNO2S2 in the gas phase at a distorted geometry from the Open Molecules 2025 dataset. Energies are from the ωB97M-V functional and the def2-TZVPD basis.

Each line ends with the Mulliken charge.
Cartesian coordinates (Å):
C (-1.913, -0.219, 2.657)  -0.499
C (-1.792, -1.200, 1.678)  -0.702
C (-0.812, 0.620, 2.951)  -0.552
C (-0.646, -1.289, 0.924)  -0.516
C (0.328, 0.459, 2.235)  -0.202
C (0.393, -0.439, 1.210)  0.327
C (1.748, 0.560, -2.338)  0.346
C (-0.858, 0.727, -3.393)  -0.798
N (1.052, 0.187, -1.267)  -0.306
O (2.234, -1.776, -0.148)  -0.629
O (2.774, 0.608, 0.535)  -0.617
S (0.912, 0.984, -3.783)  -0.016
S (1.831, -0.399, 0.121)  1.150
Br (3.705, 0.702, -2.334)  -0.078
H (-2.787, -0.113, 3.167)  0.475
H (-2.634, -1.773, 1.495)  0.445
H (-0.916, 1.445, 3.608)  0.416
H (-0.611, -1.974, 0.179)  0.524
H (1.282, 1.045, 2.419)  0.315
H (-0.885, -0.341, -3.208)  0.277
H (-1.325, 1.059, -4.275)  0.348
H (-1.080, 1.127, -2.435)  0.292

Results
LUMO level = 0.125 eV
Spin multiplicity = 1
Structure (SMILES) = CS/C(Br)=N/S(=O)(=O)c1ccccc1

***

| no. | E (a.u.) |
| --- | --- |
| 1 | -739.84916 |
| 2 | -1007.02791 |
| 3 | -837.04879 |
| 4 | -650.28992 |
| 5 | -309.46205 |
| 6 | -309.44200 |
| 7 | -3730.72308 |
| 8 | -3560.20024 |
| 9 | -3088.63127 |
| 10 | -3885.21107 |